Entry 1:
Below is a 13-piece molecular cluster, C52H91N13 overall at a distorted geometry, with properties calculated with ωB97M-V with the def2-TZVPD basis set.

Values from the calculation:
ΔE to the lowest compared entry with this formula, charge and spin   24.49 kcal/mol
LUMO energy   0.20 eV
F_max   5.514 eV/Å
Orbital gap   0.41209 hartree

ORCA input file:
```
! RIJCOSX wB97M-V def2-TZVPD def2/J DEFGRID3
* xyz 0 1
C -6.392 3.333 -1.411
C -7.444 2.374 -0.900
C -6.985 1.460 0.209
C -5.777 0.718 -0.144
N -4.835 0.137 -0.427
H -5.546 2.844 -1.898
H -6.019 3.997 -0.627
H -6.833 3.967 -2.185
H -7.792 1.776 -1.748
H -8.323 2.919 -0.554
H -7.746 0.731 0.490
H -6.728 2.008 1.121
C 5.448 1.421 3.477
C 6.269 2.269 2.497
C 5.418 2.939 1.425
C 4.731 1.956 0.592
N 4.200 1.182 -0.062
H 4.594 1.904 3.945
H 6.102 0.991 4.235
H 5.045 0.559 2.922
H 7.034 1.620 2.072
H 6.771 3.062 3.060
H 6.037 3.561 0.778
H 4.650 3.566 1.883
C 1.745 2.771 -1.975
C 2.292 4.169 -2.002
C 3.540 4.234 -2.881
C 4.705 3.592 -2.281
N 5.601 3.112 -1.777
H 1.387 2.456 -2.962
H 0.928 2.627 -1.270
H 2.504 2.027 -1.710
H 2.502 4.437 -0.965
H 1.568 4.882 -2.389
H 3.806 5.271 -3.101
H 3.338 3.751 -3.840
C -2.925 -2.214 2.888
C -3.754 -3.451 2.659
C -4.625 -3.459 1.401
C -3.853 -3.549 0.157
N -3.285 -3.656 -0.791
H -3.599 -1.355 2.961
H -2.175 -1.994 2.124
H -2.359 -2.347 3.809
H -4.418 -3.565 3.523
H -3.135 -4.350 2.712
H -5.268 -2.575 1.328
H -5.278 -4.337 1.417
C -0.309 -3.226 -3.702
C 0.667 -4.387 -3.916
C 1.530 -4.186 -5.152
C 0.731 -4.198 -6.379
N 0.116 -4.205 -7.332
H 0.181 -2.250 -3.792
H -0.810 -3.287 -2.736
H -1.094 -3.179 -4.467
H 0.083 -5.307 -3.894
H 1.307 -4.352 -3.032
H 2.191 -5.052 -5.286
H 2.137 -3.294 -5.031
C 1.835 -6.778 0.393
C 1.082 -6.265 -0.806
C -0.118 -5.390 -0.479
C -0.937 -5.824 0.643
N -1.583 -6.127 1.522
H 2.236 -5.941 0.968
H 2.660 -7.429 0.102
H 1.209 -7.380 1.055
H 0.755 -7.140 -1.369
H 1.837 -5.744 -1.389
H -0.739 -5.329 -1.375
H 0.237 -4.375 -0.269
C 2.037 2.267 5.158
C 1.539 1.669 3.852
C 0.644 0.444 4.027
C 1.215 -0.542 4.961
N 1.625 -1.282 5.697
H 2.824 1.647 5.590
H 1.233 2.383 5.883
H 2.497 3.234 4.939
H 2.371 1.297 3.241
H 1.006 2.399 3.244
H 0.530 -0.104 3.094
H -0.342 0.686 4.436
C -4.272 -1.233 -4.920
C -4.365 -0.724 -3.500
C -3.520 0.542 -3.321
C -2.087 0.318 -3.610
N -0.966 0.149 -3.779
H -3.348 -1.773 -5.116
H -4.435 -0.448 -5.661
H -5.065 -1.970 -5.094
H -3.953 -1.509 -2.868
H -5.398 -0.476 -3.281
H -3.520 0.907 -2.293
H -3.796 1.342 -4.017
C 0.954 -0.140 -0.663
C -0.261 -1.042 -0.541
C -1.515 -0.267 -0.184
C -1.369 0.675 0.923
N -1.261 1.508 1.724
H 1.712 -0.592 -1.317
H 1.514 -0.018 0.266
H 0.700 0.828 -1.093
H -0.101 -1.812 0.224
H -0.461 -1.581 -1.465
H -2.362 -0.919 0.043
H -1.861 0.357 -1.014
C -3.013 3.171 4.746
C -2.317 2.701 6.014
C -2.917 3.282 7.284
C -4.277 2.834 7.559
N -5.352 2.488 7.744
H -2.930 4.263 4.720
H -4.068 2.900 4.767
H -2.531 2.754 3.863
H -1.256 2.938 6.005
H -2.457 1.620 6.095
H -2.878 4.372 7.336
H -2.288 2.924 8.107
C -2.299 6.750 0.345
C -3.464 5.873 0.784
C -3.134 4.396 0.758
C -2.832 3.851 -0.573
N -2.624 3.458 -1.624
H -2.662 7.773 0.268
H -1.978 6.457 -0.660
H -1.440 6.659 1.005
H -4.308 6.045 0.114
H -3.737 6.108 1.812
H -3.920 3.738 1.138
H -2.225 4.182 1.336
C 6.247 -2.164 1.071
C 5.437 -3.063 0.155
C 4.069 -2.428 -0.136
C 3.349 -2.073 1.076
N 2.777 -1.789 2.012
H 6.147 -1.104 0.825
H 7.306 -2.418 1.131
H 5.871 -2.301 2.091
H 5.304 -4.011 0.678
H 5.907 -3.250 -0.808
H 3.439 -3.058 -0.763
H 4.301 -1.501 -0.672
C 3.631 -0.401 -3.379
C 4.243 -0.740 -4.723
C 5.195 -1.929 -4.626
C 4.641 -3.056 -3.879
N 4.203 -3.941 -3.295
H 3.247 -1.292 -2.883
H 2.792 0.297 -3.432
H 4.359 0.151 -2.777
H 4.833 0.104 -5.082
H 3.486 -0.961 -5.478
H 6.113 -1.669 -4.079
H 5.540 -2.287 -5.598
*
```

---

Entry 2:
Below is C4H5IS as an isolated structure at a distorted geometry, with properties calculated with ωB97M-V with the def2-TZVPD basis set.

Values from the calculation:
ΔE to the lowest compared entry with this formula, charge and spin   37.09 kcal/mol
LUMO energy (spin up / spin down)   -0.48 / -0.57 eV
F_max   1.042 eV/Å
Orbital gap (spin up / spin down)   0.26193 / 0.25938 hartree

ORCA input file:
```
! RIJCOSX wB97M-V def2-TZVPD def2/J DEFGRID3
* xyz 0 1
C 1.386 -0.234 -0.088
C 0.317 -1.181 0.012
C 1.543 0.978 0.459
C -2.173 0.108 -0.552
S -1.355 -1.184 0.160
I -4.172 0.376 0.018
H 2.249 -0.652 -0.601
H 0.638 -2.216 -0.005
H 0.761 1.448 1.037
H 2.454 1.533 0.335
H -1.647 1.024 -0.774
*
```

---

Entry 3:
Below is C31H28CdN6O3PS2 as an isolated structure at a distorted geometry, with properties calculated with ωB97M-V with the def2-TZVPD basis set.

Values from the calculation:
ΔE to the lowest compared entry with this formula, charge and spin   29.60 kcal/mol
LUMO energy   -2.25 eV
F_max   2.815 eV/Å
Orbital gap   0.30364 hartree

ORCA input file:
```
! RIJCOSX wB97M-V def2-TZVPD def2/J DEFGRID3
* xyz 1 1
Cd -1.208 0.264 1.745
O -2.148 1.138 3.528
S -1.018 0.602 4.319
O 0.252 1.648 3.699
O -0.636 -0.689 3.689
C 1.464 1.121 3.995
C 2.074 1.333 5.225
C 3.296 0.744 5.500
C 3.908 -0.080 4.570
C 3.307 -0.302 3.345
C 2.092 0.302 3.046
P 1.251 0.108 1.442
C 2.074 1.351 0.398
C 3.456 1.403 0.249
C 4.026 2.419 -0.494
C 3.231 3.388 -1.085
C 1.856 3.341 -0.930
C 1.274 2.326 -0.189
C 1.816 -1.546 0.934
C 1.300 -2.588 1.708
C 1.680 -3.891 1.454
C 2.569 -4.166 0.424
C 3.043 -3.138 -0.374
C 2.667 -1.826 -0.128
H 1.597 1.970 5.956
H 3.774 0.919 6.451
H 4.853 -0.544 4.796
H 3.771 -0.963 2.630
H 4.078 0.659 0.723
H 5.096 2.460 -0.611
H 3.685 4.178 -1.666
H 1.239 4.100 -1.387
H 0.195 2.283 -0.065
H 0.615 -2.357 2.516
H 1.289 -4.696 2.060
H 2.894 -5.180 0.247
H 3.714 -3.357 -1.192
H 3.038 -1.029 -0.758
N -4.905 -1.521 1.038
C -4.400 -2.764 1.275
C -3.053 -2.603 1.433
N -2.735 -1.294 1.289
C -3.867 -0.649 1.055
C -3.927 0.775 0.893
N -2.849 1.533 0.787
C -3.280 2.813 0.704
C -4.647 2.839 0.759
N -5.047 1.542 0.873
H -5.879 -1.305 0.897
H -5.018 -3.635 1.308
H -2.301 -3.335 1.651
H -2.594 3.633 0.615
H -5.345 3.650 0.738
H -5.999 1.238 0.985
N -0.895 -2.573 -1.965
C -0.869 -1.331 -2.512
S -0.930 -0.013 -1.499
N -0.858 -1.291 -3.860
C -0.869 -0.201 -4.751
C -0.387 1.062 -4.427
C -0.405 2.069 -5.376
C -0.891 1.837 -6.651
C -1.363 0.576 -6.979
C -1.349 -0.437 -6.039
H -0.785 -2.632 -0.967
H -0.684 -3.397 -2.503
H -0.960 -2.184 -4.330
H 0.005 1.257 -3.444
H -0.027 3.046 -5.113
H -0.897 2.628 -7.386
H -1.742 0.380 -7.969
H -1.714 -1.419 -6.306
*
```

---

Q: Which of these has the highest F_max?
A: C52H91N13

---

Copy entry 2 word for word.
Below is C4H5IS as an isolated structure at a distorted geometry, with properties calculated with ωB97M-V with the def2-TZVPD basis set.

Values from the calculation:
ΔE to the lowest compared entry with this formula, charge and spin   37.09 kcal/mol
LUMO energy (spin up / spin down)   -0.48 / -0.57 eV
F_max   1.042 eV/Å
Orbital gap (spin up / spin down)   0.26193 / 0.25938 hartree

ORCA input file:
```
! RIJCOSX wB97M-V def2-TZVPD def2/J DEFGRID3
* xyz 0 1
C 1.386 -0.234 -0.088
C 0.317 -1.181 0.012
C 1.543 0.978 0.459
C -2.173 0.108 -0.552
S -1.355 -1.184 0.160
I -4.172 0.376 0.018
H 2.249 -0.652 -0.601
H 0.638 -2.216 -0.005
H 0.761 1.448 1.037
H 2.454 1.533 0.335
H -1.647 1.024 -0.774
*
```

---

Q: Look up the ΔE to the lowest compared entry with this formula, charge and spin of the first one.
A: 24.49 kcal/mol